This record from the Open Molecules 2025 dataset describes the molecule C11H11IN2. The level of theory is ωB97M-V with the def2-TZVPD basis set.

Each line ends with the natural charge from an NBO analysis.
CARTESIAN COORDINATES (ANGSTROEM)
C (-1.80994, 0.91762, -1.79728)  -0.618
C (-1.91216, 2.20283, -0.92316)  -0.429
C (-0.70161, 2.36777, 0.07946)  -0.298
I (-1.34321, 3.37795, 1.89446)  0.081
C (-0.18717, 0.96238, 0.43726)  -0.030
C (-0.95657, 0.11237, 1.32650)  -0.224
C (-0.45964, -1.13029, 1.58015)  -0.191
C (0.75605, -1.61400, 0.99015)  0.152
N (1.14154, -2.88978, 1.28709)  -0.363
C (2.25485, -3.25080, 0.68492)  -0.008
C (3.00491, -2.37290, -0.16067)  0.009
N (2.67678, -1.13549, -0.47161)  -0.348
C (1.49786, -0.78652, 0.12630)  0.091
C (0.97711, 0.52892, -0.12503)  -0.208
H (-2.48827, 0.98631, -2.66987)  0.218
H (-2.12414, 0.01367, -1.25155)  0.216
H (-0.80105, 0.79197, -2.22476)  0.210
H (-2.82196, 2.07993, -0.31319)  0.212
H (-1.99487, 3.07871, -1.58454)  0.219
H (0.13060, 2.91523, -0.38648)  0.228
H (-1.89438, 0.45726, 1.76949)  0.234
H (-0.99657, -1.80606, 2.25519)  0.228
H (2.61985, -4.26833, 0.86447)  0.201
H (3.93888, -2.76275, -0.58960)  0.196
H (1.49310, 1.22400, -0.79770)  0.223

The SMILES is CC[C@@H](I)c1ccc2nccnc2c1. The HOMO-LUMO gap is 8.86 eV. The calculation puts the LUMO energy at -0.28 eV.

This record from the Open Molecules 2025 dataset describes a structure of composition C11H11IrN5O2S. The level of theory is ωB97M-V with the def2-TZVPD basis set.

Each line ends with the natural charge from an NBO analysis.
CARTESIAN COORDINATES (ANGSTROEM)
Ir (-0.43591, 0.18120, 0.19330)  1.030
N (2.30712, 3.40828, -0.26792)  -0.740
C (1.62272, 2.26736, -0.26386)  0.294
S (-0.12096, 2.38111, -0.29496)  -0.058
N (2.27298, 1.13724, -0.25805)  -0.394
N (1.45744, 0.05745, -0.18728)  -0.132
C (1.97466, -1.11653, -0.26941)  0.097
C (1.09021, -2.26064, -0.14640)  0.155
C (1.52152, -3.56143, -0.00385)  -0.176
C (0.56984, -4.54669, 0.21558)  -0.110
C (-0.77000, -4.19982, 0.23523)  -0.210
C (-1.12340, -2.87389, 0.04965)  0.096
N (-0.20906, -1.92081, -0.12700)  -0.473
H (1.82562, 4.29014, -0.27147)  0.424
H (3.31232, 3.39294, -0.21343)  0.424
H (3.04266, -1.21522, -0.41063)  0.248
H (2.57755, -3.78979, -0.03955)  0.246
H (0.87406, -5.57106, 0.38066)  0.246
H (-1.54135, -4.93959, 0.39220)  0.250
H (-2.16030, -2.56578, 0.02911)  0.221
O (0.31397, -2.22177, 2.49760)  -0.609
C (0.07967, -1.11905, 2.92670)  0.692
C (0.10159, -0.74335, 4.38896)  -0.513
C (-0.23657, 0.73763, 4.43314)  -0.515
C (-0.38913, 1.15728, 2.99072)  0.688
O (-0.59465, 2.27253, 2.60759)  -0.555
N (-0.24638, 0.00622, 2.15736)  -0.647
H (1.08780, -0.97777, 4.78777)  0.253
H (-0.61790, -1.37070, 4.91321)  0.254
H (0.53408, 1.35320, 4.89322)  0.257
H (-1.17497, 0.94552, 4.94581)  0.257

Its net charge is +1. The HOMO-LUMO gap is 6.84 eV. The calculation puts the LUMO energy at -5.06 eV.

This record from the Open Molecules 2025 dataset describes the ion C11H11N2 with charge +1. The level of theory is ωB97M-V with the def2-TZVPD basis set.

Each line ends with the natural charge from an NBO analysis.
CARTESIAN COORDINATES (ANGSTROEM)
H (-3.45237, 2.24470, 0.51971)  0.361
N (-3.01777, 1.49569, -0.01475)  -0.566
C (-2.78797, 0.49793, 0.71653)  0.123
C (-2.14644, -0.72828, 0.11824)  -0.524
C (-0.69083, -0.73888, 0.42602)  0.353
N (-0.31814, -1.33561, 1.55448)  -0.441
C (0.97051, -1.40825, 1.99876)  0.011
C (1.96181, -0.84874, 1.26970)  -0.176
C (1.64474, -0.18103, 0.05953)  -0.004
C (2.65476, 0.43079, -0.70458)  -0.199
C (2.31762, 1.08516, -1.85345)  -0.123
C (0.98476, 1.15659, -2.28067)  -0.185
C (-0.02099, 0.57543, -1.56811)  -0.159
C (0.29828, -0.12416, -0.37116)  -0.044
H (-3.03777, 0.50266, 1.77649)  0.171
H (-2.32932, -0.69726, -0.94441)  0.271
H (-2.60998, -1.60661, 0.56333)  0.241
H (-1.03064, -1.77834, 2.11840)  0.435
H (1.15004, -1.92728, 2.92288)  0.245
H (2.98710, -0.88793, 1.58866)  0.250
H (3.67692, 0.38185, -0.37492)  0.236
H (3.07877, 1.56531, -2.44677)  0.240
H (0.76171, 1.68466, -3.19427)  0.242
H (-1.04482, 0.64159, -1.87962)  0.240

The SMILES is [H]/N=C/Cc1[nH+]ccc2ccccc12. Its net charge is +1. The HOMO-LUMO gap is 8.44 eV. The calculation puts the LUMO energy at -4.46 eV.

This record from the Open Molecules 2025 dataset describes a structure of composition C11H11N3O5Pd. The level of theory is ωB97M-V with the def2-TZVPD basis set.

Each line ends with the natural charge from an NBO analysis.
CARTESIAN COORDINATES (ANGSTROEM)
Pd (-0.25177, -0.46919, -0.71420)  0.802
O (-0.01956, 2.77250, -0.95856)  -0.393
C (-0.01120, 1.71295, -0.45055)  0.534
C (0.10363, -2.28870, -1.75215)  0.473
O (0.18690, -3.25759, -2.35554)  -0.315
C (1.62671, -0.14738, -1.29150)  0.521
O (2.74213, 0.10437, -1.32710)  -0.296
C (-1.66702, 0.05834, -1.95937)  0.519
O (-2.53643, 0.46571, -2.60463)  -0.294
C (0.59753, 1.35888, -5.19587)  -0.366
H (-0.28878, 2.00509, -5.26392)  0.210
H (1.56246, 1.85599, -5.03880)  0.210
C (0.50466, 0.00954, -5.21867)  -0.422
H (1.36366, -0.63135, -4.95381)  0.193
H (-0.47247, -0.49500, -5.13372)  0.186
C (1.51113, 1.31145, 3.86072)  -0.449
N (0.44663, 0.45612, 3.32819)  -0.353
C (-0.30264, -0.50377, 4.04916)  0.178
C (-1.21408, -1.30646, 3.37547)  -0.345
C (-1.39979, -1.14764, 1.97077)  0.495
N (-0.69396, -0.16416, 1.37564)  -0.685
C (0.27025, 0.55968, 1.95630)  0.782
O (0.98139, 1.35869, 1.20751)  -0.602
N (-2.09400, -1.79800, 1.00429)  -0.718
H (2.47150, 1.16036, 3.39536)  0.248
H (1.72555, 1.24540, 4.92212)  0.256
H (1.38353, 2.37390, 3.69050)  0.257
H (-0.05440, -0.60763, 5.12448)  0.282
H (-1.79984, -2.05452, 3.88670)  0.282
H (-2.67437, -2.62513, 0.98327)  0.457
H (-1.99736, -1.31244, 0.08792)  0.353

Its net charge is +2. The HOMO-LUMO gap (spin up / spin down) is 7.60 / 3.97 eV. Its multiplicity is 3. The calculation puts the LUMO energy (spin up / spin down) at -7.70 / -11.32 eV.